# 1
{"formula": "C4H6Cl2LaO3", "method": "ωB97M-V/def2-TZVPD", "species": ["C", "C", "Cl", "C", "O", "C", "O", "O", "Cl", "H", "H", "H", "H", "H", "H", "La"], "xyz": [[2.0795, -0.5241, 0.2327], [1.1381, 0.8094, 0.2443], [0.9527, 1.2222, 1.8899], [-0.2932, 0.4065, -0.3772], [-1.3134, 1.0622, 0.1055], [-2.5160, 0.2629, 0.0192], [-2.9898, 0.0408, -1.0249], [-2.8619, -0.1045, 1.2180], [-3.0631, -1.7951, 1.2953], [1.8141, -1.1039, 1.0867], [3.1272, -0.2661, 0.2145], [1.7907, -1.1004, -0.7029], [1.6426, 1.6094, -0.3349], [-0.2743, 0.6001, -1.5229], [-0.4583, -0.6985, -0.1453], [1.2253, -0.4209, -2.1980]], "forces_ev_per_angstrom": [[-1.023, 1.693, -0.359], [0.513, -1.469, -1.227], [-0.028, 0.403, 0.484], [-0.031, 0.077, 1.333], [-0.151, 0.922, 0.659], [-1.096, 0.152, -0.172], [0.303, -0.196, -0.980], [0.466, -0.061, 0.930], [-0.379, -0.096, 0.109], [-0.105, -0.827, 0.565], [0.652, -0.178, -0.071], [2.445, -2.482, 5.387], [-0.260, 0.278, 0.251], [-1.877, 0.991, 0.519], [0.487, -0.060, -0.904], [0.084, 0.855, -6.522]], "lowdin_charge": [-0.10, -0.73, 0.98, -0.44, 0.07, -0.64, 0.26, -0.31, 0.89, 0.12, 0.14, -0.10, 0.12, 0.03, 0.17, 2.55], "orbital_gap_ev": 5.2, "e_tot_ev": -36250.829, "multiplicity": 1, "charge": 3, "e_homo_ha": -0.7654}

# 2
{"formula": "C3H8N2O", "method": "ωB97M-V/def2-TZVPD", "species": ["C", "C", "N", "O", "H", "H", "H", "H", "H", "C", "N", "H", "H", "H"], "xyz": [[0.6212, 0.8046, -0.4641], [-0.4215, 0.2863, -1.4086], [-0.5857, 0.8304, -2.6529], [-1.1418, -0.6126, -0.9218], [1.3612, 1.5559, -0.8920], [1.1996, -0.0165, -0.0641], [0.0491, 1.2651, 0.3493], [-1.4564, 1.2854, -2.9902], [0.2549, 1.2101, -2.9986], [-0.2190, -1.2562, 2.0950], [0.6704, -0.8011, 2.9049], [-0.6083, -0.6677, 1.3012], [-0.5503, -2.3354, 2.1220], [0.8267, -1.5483, 3.6198]], "forces_ev_per_angstrom": [[1.521, 1.281, -0.867], [-1.941, -2.252, 1.978], [-1.067, 0.286, -0.243], [0.705, 1.901, -1.609], [-1.063, -0.775, 0.451], [0.002, -0.165, 0.201], [0.335, 0.043, -0.106], [0.939, -1.150, 0.541], [0.643, 0.963, -0.480], [1.136, -1.301, 1.261], [-1.294, -1.111, 0.048], [-0.253, 0.433, -0.567], [0.016, 1.112, 0.081], [0.323, 0.735, -0.688]], "lowdin_charge": [-0.04, -0.55, 0.14, 0.00, 0.10, 0.07, 0.09, 0.13, 0.07, -0.13, 0.00, 0.00, 0.08, 0.04], "relative_energy_ev": 1.944, "orbital_gap_ev": 10.6, "e_tot_ev": -8267.382, "multiplicity": 1, "e_homo_ha": -0.3605, "smiles": "CC(N)=O.C=N"}